Record 1
The following is a quantum chemistry calculation of a structure of composition C4H50BO33, from OMol25.

The HOMO-LUMO gap is 8.38 eV. The highest occupied orbital energy is -0.2774 Eh. As for the spin multiplicity: 1. The strongest force on any atom is 10.7 eV/Å. The charge is -1. For the electronic energy, the calculation gives -73211.5893 eV.

Cartesian coordinates (Å):
O  -3.39733  0.76569  -1.09248
C  -2.29426  0.21039  -1.09758
O  -1.76714  -0.09790  0.04110
B  -0.32088  -0.34159  -0.16741
O  -0.14315  0.00685  -1.61304
C  -1.24458  0.44016  -2.01748
O  -1.31479  1.19433  -2.95867
O  0.12678  -1.71061  0.07053
C  1.03912  -1.70888  0.94865
O  1.70243  -2.70228  1.34957
C  1.19585  -0.37604  1.34383
O  0.55460  0.46652  0.68936
O  2.06366  -0.05437  2.20730
O  1.58747  2.76363  2.35326
H  1.54396  2.84535  3.25845
H  1.29754  1.85588  2.02278
O  -3.53571  3.01621  0.25570
H  -4.17840  2.37653  0.03460
H  -3.95047  3.85082  0.46885
O  -3.83094  0.23812  1.79101
H  -3.58323  0.23267  2.69661
H  -3.03651  -0.02934  1.33712
O  -2.07353  0.36828  -5.55995
H  -1.48606  0.35431  -6.30819
H  -1.70309  -0.24314  -4.98007
O  -0.49596  2.64467  -5.03391
H  -1.00242  1.98818  -4.53599
H  -0.63793  2.26171  -5.90919
O  -0.73959  0.67642  3.75144
H  -0.91469  1.24614  2.95008
H  -1.59919  0.47317  4.09681
O  -3.60733  2.23387  -3.51272
H  -4.43919  2.01697  -3.05845
H  -2.95043  1.54346  -3.33333
O  -2.83442  -2.67317  -0.24784
H  -2.10385  -2.48312  0.36489
H  -2.34638  -2.89361  -1.09974
O  2.99840  -0.35265  -1.48104
H  2.86835  0.56259  -1.20844
H  3.38846  -0.25148  -2.31196
O  1.32905  2.77597  -3.23841
H  0.70349  2.69216  -2.47654
H  0.63784  2.78057  -3.93396
O  -2.20925  4.16174  -2.00423
H  -2.58110  3.86559  -1.17412
H  -2.48203  3.48003  -2.66273
O  1.69076  0.43304  -4.44124
H  1.68251  1.26399  -3.83403
H  0.99342  -0.12847  -4.08257
O  4.66766  0.53730  3.07186
H  5.58535  0.34151  3.40534
H  4.53662  0.19951  2.16178
O  3.39462  -1.21511  4.45663
H  3.84000  -0.68475  3.80842
H  3.80770  -2.07614  4.37952
O  1.42128  -5.21513  2.24127
H  1.70730  -5.33322  3.13072
H  1.71709  -4.37019  1.99969
O  -5.82555  1.18442  -2.13943
H  -6.66100  1.38291  -1.63461
H  -5.18693  0.95690  -1.50683
O  0.04121  3.06410  -0.84330
H  0.36473  3.92815  -0.63962
H  -0.73138  3.27278  -1.40037
O  0.10039  -4.70159  -1.39768
H  0.39025  -5.60852  -1.66446
H  0.85704  -4.10013  -1.38520
O  1.73021  1.06686  4.67154
H  2.00792  0.50697  3.94451
H  0.79973  0.88843  4.56100
O  3.88691  -4.65176  -0.12914
H  4.19153  -4.10520  0.59595
H  3.30351  -4.20028  -0.74367
O  0.05851  -1.87328  3.87387
H  -0.20880  -0.96437  3.74708
H  -0.72995  -2.37510  3.95134
O  2.67908  2.34789  -0.18745
H  2.66044  2.48373  0.77328
H  1.74451  2.37306  -0.54518
O  -1.01729  -4.64265  1.14490
H  -0.24712  -4.80852  1.74212
H  -0.68678  -4.61087  0.27640
O  4.18161  -2.95252  2.13568
H  4.56742  -2.27124  1.53498
H  3.25563  -2.82583  2.00357
O  -1.57731  2.26111  1.69625
H  -0.83863  2.33794  1.09559
H  -2.38739  2.41345  1.15703

Record 2
The following is a quantum chemistry calculation of a structure of composition C4H5AgO2, from OMol25.

The HOMO-LUMO gap (alpha / beta) is 3.36 / 2.23 eV. The highest occupied orbital energy (alpha / beta) is -0.0387 / -0.0336 Eh. As for the spin multiplicity: 2. The strongest force on any atom is 1.9 eV/Å. As for the expectation value of S²: 1.237. The charge is -1. For the electronic energy, the calculation gives -12317.8981 eV.

Cartesian coordinates (Å):
O  -1.83194  1.99062  -0.51410
C  -1.83160  0.66984  -0.75653
C  -0.57971  -0.09876  -0.69524
C  0.38975  0.00597  0.26490
C  1.56727  -0.78969  0.17630
O  2.45691  -0.88167  1.04367
Ag  3.05118  -0.23264  2.99497
H  -2.38344  0.30115  -1.66182
H  -2.36343  0.54747  0.30401
H  -0.39802  -0.77309  -1.54229
H  0.23840  0.64857  1.13572
H  1.68463  -1.38778  -0.74960

Record 3
The following is a quantum chemistry calculation of a structure of composition C4H5AsFeO5S4, from OMol25.

The HOMO-LUMO gap (alpha / beta) is 7.54 / 6.41 eV. The highest occupied orbital energy (alpha / beta) is -0.1828 / -0.1820 Eh. As for the spin multiplicity: 6. The strongest force on any atom is 0.3 eV/Å. As for the expectation value of S²: 8.771. The charge is -1. For the electronic energy, the calculation gives -153038.1972 eV.

Cartesian coordinates (Å):
Fe  -0.62998  -0.54889  -1.40788
O  1.23702  -0.44288  2.80695
C  1.04901  -0.16464  1.51135
O  1.66845  -0.66232  0.61115
C  -0.03168  0.87484  1.30824
O  -0.18180  1.13058  -0.07400
C  0.82746  1.96901  -0.64556
C  0.86545  1.75314  -2.15939
O  1.47331  2.55644  -2.83450
O  0.25206  0.69265  -2.58195
H  1.81006  -1.22338  2.84520
H  0.20066  1.79040  1.85692
H  -0.96791  0.44889  1.67057
H  1.80851  1.71106  -0.24250
H  0.60261  3.01377  -0.42907
S  -1.46932  -2.39354  1.64081
As  -2.10058  -2.76619  -0.33468
S  -2.81379  -0.72046  -1.08721
S  -0.21766  -2.71198  -1.60423
S  -3.38189  -4.30652  -0.85021

Record 4
The following is a quantum chemistry calculation of a structure of composition C4H5AuO6, from OMol25.

The HOMO-LUMO gap (alpha / beta) is 8.09 / 6.19 eV. The highest occupied orbital energy (alpha / beta) is -0.5219 / -0.5603 Eh. As for the spin multiplicity: 4. The strongest force on any atom is 7.2 eV/Å. As for the expectation value of S²: 3.763. The charge is +1. For the electronic energy, the calculation gives -20187.5949 eV.

Cartesian coordinates (Å):
H  -1.29921  0.11561  -1.26162
C  -0.99240  0.90535  -0.55603
C  0.39719  1.36297  -0.96716
O  1.35311  0.31523  -1.15821
C  1.83889  -0.48788  -0.19732
O  1.80581  -0.03139  0.98557
O  1.70815  -1.70132  -0.50326
Au  0.28742  0.29035  2.02929
O  -1.03754  0.39300  0.75214
H  -1.69375  1.74502  -0.69504
H  0.83242  2.10853  -0.28953
H  0.32719  1.85220  -1.94643
H  -0.04328  -2.11443  -0.11116
O  -0.78639  -1.27362  2.34956
O  -1.21353  -2.17358  0.30817
C  -1.48409  -1.30605  1.26102

Record 5
The following is a quantum chemistry calculation of a structure of composition C4H5BiO, from OMol25.

The HOMO-LUMO gap (alpha / beta) is 5.92 / 6.25 eV. The highest occupied orbital energy (alpha / beta) is -0.8567 / -0.8690 Eh. As for the spin multiplicity: 2. The strongest force on any atom is 4.0 eV/Å. As for the expectation value of S²: 0.763. The charge is +3. For the electronic energy, the calculation gives -12074.4041 eV.

Cartesian coordinates (Å):
C  -1.04223  -2.17247  0.34383
C  -0.29162  -1.12370  0.15138
C  0.44241  -0.00812  0.26502
C  -0.09153  1.22703  -0.44744
O  1.10536  1.85363  -0.59087
Bi  2.47404  2.95496  0.17360
H  -1.42152  -2.74613  -0.50730
H  -1.29551  -2.50386  1.35552
H  1.51093  -0.02649  0.48960
H  -0.56059  0.77807  -1.39215
H  -0.82976  1.76709  0.15882

Record 6
The following is a quantum chemistry calculation of a cluster of 2 separate species, C4H5Br in total, from OMol25.

The HOMO-LUMO gap is 8.83 eV. The highest occupied orbital energy is -0.3096 Eh. As for the spin multiplicity: 1. The strongest force on any atom is 5.8 eV/Å. The charge is 0. For the electronic energy, the calculation gives -74266.2320 eV.

Cartesian coordinates (Å):
C  -0.47483  -0.02737  -1.15758
C  0.09130  -0.64529  0.89859
C  -0.74737  0.30199  0.26752
C  0.75676  -0.03971  -0.33730
Br  2.21373  1.21454  -0.17624
H  -0.83058  -0.97877  -1.34117
H  -0.53963  0.76916  -1.87804
H  0.42535  -0.46835  1.94538
H  -0.11866  -1.85110  0.80564
H  -0.77606  1.72490  0.97319

Record 7
The following is a quantum chemistry calculation of a cluster of 2 separate species, C4H5Br2Cl in total, from OMol25.

The HOMO-LUMO gap (alpha / beta) is 7.41 / 7.45 eV. The highest occupied orbital energy (alpha / beta) is -0.2856 / -0.2864 Eh. As for the spin multiplicity: 1. The strongest force on any atom is 4.5 eV/Å. The charge is 0. For the electronic energy, the calculation gives -156831.1150 eV.

Cartesian coordinates (Å):
C  -0.03698  1.44262  2.66962
C  -0.38531  0.80733  1.54949
C  -0.22341  -1.25558  -2.20927
C  0.71640  -1.33437  -1.12226
Cl  -0.82688  1.69310  0.10538
Br  -0.07629  -1.19280  1.54080
Br  2.16279  -0.24420  -1.31890
H  -0.01279  2.53428  2.79763
H  0.34213  1.01242  3.62088
H  -0.90725  -2.07955  -2.40053
H  0.18318  -0.97987  -3.07644
H  -0.93558  -0.40339  -2.15641

Record 8
The following is a quantum chemistry calculation of a structure of composition C4H5Br4Cl, from OMol25.

The HOMO-LUMO gap (alpha / beta) is 8.13 / 8.13 eV. The highest occupied orbital energy (alpha / beta) is -0.3191 / -0.3191 Eh. As for the spin multiplicity: 1. The strongest force on any atom is 3.3 eV/Å. The charge is 0. For the electronic energy, the calculation gives -296918.8422 eV.

Cartesian coordinates (Å):
C  -1.43605  0.64646  -0.79377
C  2.52643  -0.64521  1.37617
C  -0.39019  0.13719  0.17922
C  1.00098  0.12081  -0.35469
Cl  3.36411  0.75129  1.76888
Br  -0.86186  -1.69229  0.74092
Br  -0.42111  1.25983  1.80056
Br  1.73800  1.83455  -0.67579
Br  1.27848  -1.11349  -1.78032
H  -1.49418  -0.01517  -1.65964
H  -2.41302  0.67975  -0.31589
H  -1.17130  1.65025  -1.12878
H  3.03755  -1.37103  0.76794
H  1.79587  -0.99454  2.08845

Record 9
The following is a quantum chemistry calculation of the ion C4H5BrIN2 with charge +1, from OMol25.

As for the SMILES: Br\C=C/N=C\[NH+]=C\I. The HOMO-LUMO gap is 8.55 eV. The highest occupied orbital energy is -0.4988 Eh. As for the spin multiplicity: 1. The strongest force on any atom is 3.5 eV/Å. The charge is +1. For the electronic energy, the calculation gives -85341.9384 eV.

Cartesian coordinates (Å):
C  -0.64042  -0.21527  1.18028
C  -0.81902  -1.23013  -0.87185
C  -0.56390  1.10592  1.03806
C  1.06723  0.34810  -0.71829
N  -1.14678  -1.04952  0.31573
N  0.63180  -0.86604  -1.05799
Br  -1.52868  2.31101  -0.16788
I  3.02393  0.56729  0.05684
H  -0.34427  -0.56525  2.07690
H  -1.33800  -1.76619  -1.62406
H  -0.21418  1.81899  1.78001
H  0.54258  1.08164  -1.23583
H  1.32969  -1.54057  -0.77194